(1)
Formula: C3H2BBrClNO2Sm
Source: OMol25
Level of theory: the ωB97M-V functional and the def2-TZVPD basis

Properties
**LUMO level (alpha / beta)**: -9.4 / -9.3 eV
**E**: -4037.08070 a.u.
**<S²>**: 6.008

ORCA input file:
```
! wB97M-V def2-TZVPD RIJCOSX def2/J DEFGRID3
* xyz 2 5
O -0.31 -2.85 0.42
C -1.00 -2.17 -0.22
N -1.55 -1.18 -0.77
B -1.22 0.08 -0.09
Br -2.55 1.58 -0.11
C 0.24 0.28 0.65
C 1.32 0.28 -0.59
O 1.00 1.00 -1.59
Cl 2.81 -0.70 -0.56
H 0.27 1.26 1.25
H 0.48 -0.55 1.38
Sm 0.51 2.97 0.22
*
```

***

(2)
Formula: C3H2BiO2
Source: OMol25
Level of theory: the ωB97M-V functional and the def2-TZVPD basis

Properties
**LUMO level (alpha / beta)**: -16.7 / -18.6 eV
**E**: -478.90053 a.u.
**Energy above the lowest of the compared OMol25 structures with the same formula, charge and spin**: 429.8 kJ/mol

ORCA input file:
```
! wB97M-V def2-TZVPD RIJCOSX def2/J DEFGRID3
* xyz 3 1
O -0.48 -0.62 0.69
C 1.31 -1.29 -2.39
C 0.06 0.35 0.17
O 0.24 0.33 -1.15
C 1.40 -0.30 -1.52
Bi -1.16 -1.43 2.35
H 0.32 1.27 0.72
H 2.39 0.19 -1.51
*
```

***

(3)
Formula: C3H2BiO3
Source: OMol25
Level of theory: the ωB97M-V functional and the def2-TZVPD basis

Properties
**LUMO level**: -18.7 eV
**E**: -554.19985 a.u.
**Energy above the lowest of the compared OMol25 structures with the same formula, charge and spin**: 237.4 kJ/mol

ORCA input file:
```
! wB97M-V def2-TZVPD RIJCOSX def2/J DEFGRID3
* xyz 3 1
O 1.41 -1.60 1.99
C 1.51 -1.10 0.94
C 0.67 -0.61 -0.10
O 0.32 0.69 -0.02
C -0.98 0.85 -0.38
O -1.27 2.08 -0.37
H -2.14 2.26 -0.75
Bi -1.45 -1.30 -0.90
H 1.92 -1.26 -0.41
*
```

***

(4)
Formula: C3H2Br2O2
Source: OMol25
Level of theory: the ωB97M-V functional and the def2-TZVPD basis

Properties
**LUMO level**: -0.4 eV
**E**: -5413.94063 a.u.
**Energy above the lowest of the compared OMol25 structures with the same formula, charge and spin**: 196.8 kJ/mol

ORCA input file:
```
! wB97M-V def2-TZVPD RIJCOSX def2/J DEFGRID3
* xyz 0 1
C -0.11 -0.89 0.66
C 0.71 -0.98 1.67
C 1.33 0.79 -0.48
O 1.60 -1.14 2.33
O 0.68 1.62 0.05
Br 0.05 -2.60 -0.24
Br 3.26 0.62 -0.04
H -0.88 -0.25 0.45
H 1.15 0.30 -1.33
*
```

***

(5)
Formula: C3H2Br2P2
Source: OMol25
Level of theory: the ωB97M-V functional and the def2-TZVPD basis

Properties
**LUMO level (alpha / beta)**: -1.4 / -1.4 eV
**E**: -5946.15148 a.u.
**Energy above the lowest of the compared OMol25 structures with the same formula, charge and spin**: 147.2 kJ/mol
**SMILES**: BrC1=C[PH]#P=C1Br

ORCA input file:
```
! wB97M-V def2-TZVPD RIJCOSX def2/J DEFGRID3
* xyz 0 1
Br -2.42 -1.37 0.66
C -0.68 -0.50 0.27
C -0.12 0.49 0.98
P 1.59 0.76 0.55
P 1.62 0.16 -1.49
C -0.11 -0.82 -0.95
Br -0.88 -1.88 -2.26
H -0.69 0.85 1.85
H 1.70 2.29 0.39
*
```

***

(6)
Formula: C3H2Br3O3
Source: OMol25
Level of theory: the ωB97M-V functional and the def2-TZVPD basis

Properties
**LUMO level**: 3.1 eV
**E**: -8063.31504 a.u.
**Energy above the lowest of the compared OMol25 structures with the same formula, charge and spin**: 30.8 kJ/mol

ORCA input file:
```
! wB97M-V def2-TZVPD RIJCOSX def2/J DEFGRID3
* xyz -1 1
C -1.75 0.05 0.50
C -0.89 -1.29 0.44
C -2.74 0.12 -0.55
O -0.76 1.07 0.52
O -2.48 0.13 1.55
O -3.65 -0.61 -0.83
Br -0.59 -2.09 -1.35
Br -1.63 -2.70 1.44
Br -2.89 1.92 -1.38
H 0.03 -1.23 1.12
H -1.03 1.61 1.30
*
```

***

(7)
Formula: C3H2BrClF2
Source: OMol25
Level of theory: the ωB97M-V functional and the def2-TZVPD basis

Properties
**LUMO level (alpha / beta)**: -3.8 / -3.8 eV
**E**: -3349.26059 a.u.
**Energy above the lowest of the compared OMol25 structures with the same formula, charge and spin**: 418.8 kJ/mol

ORCA input file:
```
! wB97M-V def2-TZVPD RIJCOSX def2/J DEFGRID3
* xyz 0 1
C -0.02 -0.48 0.88
C 0.96 0.06 -0.16
C -0.43 -0.21 -0.47
F 1.56 1.27 0.06
F 1.96 -0.78 -0.75
Cl -1.25 -1.04 -1.61
Br -2.45 2.61 -0.62
H 0.06 -1.52 1.02
H -0.38 0.09 1.64
*
```

***

(8)
Formula: C3H2BrN3O2
Source: OMol25
Level of theory: the ωB97M-V functional and the def2-TZVPD basis

Properties
**LUMO level (alpha / beta)**: -1.2 / -1.2 eV
**E**: -3004.01546 a.u.
**Energy above the lowest of the compared OMol25 structures with the same formula, charge and spin**: 237.3 kJ/mol

ORCA input file:
```
! wB97M-V def2-TZVPD RIJCOSX def2/J DEFGRID3
* xyz 0 1
C -0.41 -0.67 -0.86
C 0.49 -0.03 -1.80
C -0.10 -0.51 1.54
N -0.41 -0.69 0.40
N 1.39 0.62 -1.23
N -0.76 0.21 2.53
O -1.89 -0.19 2.69
O -0.09 1.03 3.14
Br 2.70 1.52 -2.09
H -1.06 -1.26 -1.52
H 0.14 -0.03 -2.80
*
```

***

(9)
Formula: C3H2CdO3
Source: OMol25
Level of theory: the ωB97M-V functional and the def2-TZVPD basis

Properties
**LUMO level (alpha / beta)**: -2.3 / -2.3 eV
**E**: -508.74472 a.u.
**Energy above the lowest of the compared OMol25 structures with the same formula, charge and spin**: 317.1 kJ/mol

ORCA input file:
```
! wB97M-V def2-TZVPD RIJCOSX def2/J DEFGRID3
* xyz 0 1
H 0.92 -1.22 1.16
O 1.44 -0.68 -0.78
C 0.47 -0.89 0.20
C -0.35 0.36 0.40
C -1.72 0.53 -0.04
O 0.41 1.48 0.54
O -2.46 0.81 -0.91
Cd 1.79 1.17 -0.73
H -0.49 -1.55 0.15
*
```

***

(10)
Formula: C3H2CdO3
Source: OMol25
Level of theory: the ωB97M-V functional and the def2-TZVPD basis

Properties
**LUMO level**: -11.9 eV
**E**: -508.02870 a.u.
**Energy above the lowest of the compared OMol25 structures with the same formula, charge and spin**: 104.0 kJ/mol

ORCA input file:
```
! wB97M-V def2-TZVPD RIJCOSX def2/J DEFGRID3
* xyz 2 1
O -2.73 0.09 1.09
C -2.08 -0.09 0.15
C -0.81 0.17 -0.43
O 0.17 -0.73 -0.17
C 1.33 -0.11 0.12
O 2.24 -0.96 0.28
H 3.12 -0.55 0.38
Cd 0.63 1.99 -0.11
H -1.86 0.20 -1.31
*
```

***

Copy entry 10 word for word.
Formula: C3H2CdO3
Source: OMol25
Level of theory: the ωB97M-V functional and the def2-TZVPD basis

Properties
**LUMO level**: -11.9 eV
**E**: -508.02870 a.u.
**Energy above the lowest of the compared OMol25 structures with the same formula, charge and spin**: 104.0 kJ/mol

ORCA input file:
```
! wB97M-V def2-TZVPD RIJCOSX def2/J DEFGRID3
* xyz 2 1
O -2.73 0.09 1.09
C -2.08 -0.09 0.15
C -0.81 0.17 -0.43
O 0.17 -0.73 -0.17
C 1.33 -0.11 0.12
O 2.24 -0.96 0.28
H 3.12 -0.55 0.38
Cd 0.63 1.99 -0.11
H -1.86 0.20 -1.31
*
```

***

Which formula does entry 3 have? C3H2BiO3